Below is a single C5H11NS2 molecule at a distorted geometry, with properties calculated with ωB97M-V/def2-TZVPD.

Geometry (Å):
C 0.54 -2.45 2.00
C -0.43 -1.28 2.16
C -0.89 -0.72 0.80
S 0.48 -0.14 -0.24
C -0.24 0.99 -1.25
S -1.83 1.33 -1.49
C 0.87 1.68 -2.08
N 0.59 3.01 -2.70
H 0.82 -2.72 3.03
H 0.07 -3.32 1.50
H 1.33 -2.16 1.36
H 0.00 -0.41 2.71
H -1.25 -1.68 2.73
H -1.44 -1.44 0.21
H -1.57 0.14 0.96
H 1.17 0.92 -2.89
H 1.74 1.72 -1.42
H 0.17 3.62 -1.95
H -0.13 2.91 -3.44

- Total charge: 0
- Kohn-Sham gap: 8.601 eV
- HOMO level: -8.6 eV
- SMILES string: CCCSC(=S)CN